1.
Formula: C39H42N3O4PPtTe
Source: OMol25
Level of theory: ωB97M-V with the def2-TZVPD basis set

The geometry in XYZ format:
```
91
Properties=species:S:1:pos:R:3:forces:R:3:mulliken_charge:R:1
Pt -0.391 0.193 0.528 -0.33 -0.08 0.04 2.455
Te 2.573 0.689 -0.562 0.08 0.09 -0.04 0.726
P -1.388 -1.343 -0.885 -0.03 0.19 0.16 0.396
O 1.169 -0.132 2.068 0.04 -0.14 -0.03 -0.643
O -1.314 -1.066 2.723 0.00 -0.04 -0.03 -0.100
O -0.919 3.041 -0.300 -0.04 -0.12 0.03 -0.384
O -1.265 1.531 2.029 -0.09 0.06 0.07 -0.868
N -2.688 2.169 3.652 -0.05 -0.03 0.09 0.023
N -1.323 1.788 -0.739 0.46 0.14 -0.29 0.188
N 2.114 -1.048 3.900 -0.06 0.01 0.02 0.087
C -2.414 -2.546 -0.062 0.07 -0.13 -0.03 0.883
C -3.072 1.031 -3.802 0.00 -0.06 -0.01 -1.027
C 1.153 -2.453 -0.634 -0.02 -0.07 0.04 -0.308
C 2.980 3.533 0.248 -0.05 0.11 0.07 -0.616
C -2.552 3.595 3.329 0.01 -0.07 -0.01 -0.970
C 2.408 5.486 -1.035 0.00 0.02 0.00 -0.608
C 1.900 3.316 -1.936 0.04 0.12 -0.07 -0.350
C 4.882 0.579 -2.516 -0.01 -0.03 0.04 -0.578
C -2.303 -0.679 -2.280 -0.12 -0.09 -0.06 0.431
C -4.047 -4.316 1.309 0.01 -0.03 0.01 -0.595
C 5.538 0.515 -3.712 0.02 0.03 0.05 -0.651
C 2.533 -3.175 -2.463 0.03 -0.01 0.01 -0.874
C -2.042 1.238 2.997 0.10 0.07 -0.20 0.995
C -2.980 -1.625 -3.050 -0.04 0.04 0.01 -0.586
C -1.804 1.818 -1.920 -0.19 -0.16 0.19 -0.630
C -2.359 0.678 -2.656 0.11 0.08 -0.03 0.755
C 3.404 -0.400 3.660 -0.01 0.03 0.01 -0.989
C 0.142 -2.071 -1.534 0.06 0.00 -0.07 0.952
C -1.898 -3.765 0.383 -0.02 -0.02 -0.04 -0.621
C -3.691 1.894 4.692 0.07 -0.02 0.00 -0.943
C 1.876 4.692 -2.049 -0.03 -0.06 -0.05 -0.750
C 3.370 0.352 -4.899 0.03 0.04 -0.01 -0.770
C -3.750 -2.213 0.183 -0.02 0.02 0.06 -0.673
C -3.692 -1.253 -4.187 0.01 0.01 0.01 -0.754
C -2.720 -4.648 1.064 -0.02 0.01 0.01 -0.794
C 3.463 0.529 -2.493 0.08 0.00 -0.06 0.689
C -2.226 -0.223 3.392 -0.01 0.01 0.11 -1.426
C 2.955 4.911 0.109 0.02 -0.06 0.05 -0.754
C 2.455 2.749 -0.782 0.03 -0.09 0.02 1.085
C 1.543 -2.788 -3.362 -0.03 0.01 -0.01 -0.737
C 2.339 -3.004 -1.097 0.00 0.00 0.00 -0.713
C 1.084 -0.853 3.109 0.01 0.07 0.03 0.781
C 4.787 0.428 -4.922 -0.11 0.00 -0.01 -0.457
C -3.734 0.077 -4.565 0.02 0.01 0.02 -0.878
C -4.562 -3.102 0.868 0.02 0.03 -0.03 -0.838
C -0.224 -1.549 3.472 0.01 0.03 0.05 -1.451
C 2.714 0.414 -3.704 -0.06 -0.06 -0.10 -0.162
C 2.037 -1.911 5.092 0.00 0.00 -0.04 -1.025
C 0.359 -2.227 -2.907 0.00 0.04 0.00 -1.059
H 3.439 -3.641 -2.827 0.01 0.00 0.01 0.517
H 3.773 -0.005 4.604 0.01 0.00 -0.01 0.478
H 1.448 5.156 -2.927 0.00 0.00 -0.01 0.466
H 1.633 0.364 -3.667 0.02 0.00 -0.01 0.655
H -4.686 2.078 4.287 -0.01 0.01 0.03 0.354
H -0.119 -2.618 3.260 0.01 0.01 -0.02 0.448
H 3.281 0.416 2.956 0.01 -0.01 -0.01 0.171
H -2.968 -2.668 -2.758 0.01 0.00 0.00 0.604
H 2.832 0.260 -5.834 -0.03 0.02 0.01 0.531
H 1.681 -2.957 -4.423 0.00 0.00 -0.01 0.582
H -2.121 -0.323 4.475 -0.02 -0.02 -0.03 0.530
H -0.876 -4.051 0.168 0.02 0.01 -0.01 0.439
H -0.407 -1.457 4.545 0.00 0.00 -0.03 0.678
H 1.488 -1.419 5.894 0.01 -0.01 0.01 0.346
H -4.690 -5.016 1.827 0.00 0.00 0.00 0.476
H -3.635 0.874 5.055 -0.03 0.01 -0.01 0.380
H 3.051 -2.097 5.434 -0.01 -0.02 0.01 0.429
H 2.396 6.563 -1.136 0.00 0.01 -0.01 0.465
H 4.121 -1.128 3.279 0.01 0.02 -0.01 0.354
H 3.095 -3.333 -0.396 0.01 -0.01 0.01 0.551
H -1.006 2.966 0.666 -0.01 0.06 0.09 0.425
H -3.131 2.073 -4.089 0.00 0.01 -0.01 0.478
H -2.334 -5.606 1.385 0.00 0.00 0.00 0.517
H -0.407 -1.943 -3.617 -0.01 -0.01 0.00 0.434
H -4.290 0.380 -5.442 -0.01 0.00 -0.01 0.469
H 6.619 0.541 -3.763 0.01 0.02 0.03 0.514
H -1.891 2.798 -2.384 -0.05 0.01 0.01 0.478
H -3.453 3.943 2.826 0.01 0.02 -0.02 0.356
H 3.364 5.539 0.889 0.01 0.00 0.00 0.482
H 3.410 3.089 1.138 0.00 -0.01 0.00 0.459
H -2.431 4.142 4.262 -0.02 0.02 -0.01 0.354
H -5.601 -2.858 1.040 -0.01 0.00 0.00 0.504
H 5.309 0.437 -5.873 0.00 -0.04 0.00 0.479
H -4.213 -2.005 -4.764 0.00 -0.01 0.00 0.504
H 5.443 0.670 -1.594 0.02 -0.02 -0.01 0.497
H -1.681 3.764 2.708 0.01 0.00 -0.02 0.245
H -3.514 2.569 5.527 -0.03 -0.02 0.01 0.350
H 1.479 2.701 -2.722 0.01 0.01 0.01 0.364
H 1.583 -2.871 4.854 -0.01 0.00 0.03 0.380
H -3.237 -0.544 3.126 0.01 0.01 -0.03 0.627
H -4.164 -1.278 -0.179 0.01 0.01 -0.01 0.515
H 0.989 -2.358 0.434 0.00 0.00 0.01 0.255
```
Positions in Å, forces in eV/Å.

Properties
- ⟨S²⟩: 6.038
- Energy above the lowest of the compared OMol25 structures with the same formula, charge and spin: 1.586 eV
- 2S+1: 5
- Energy: -73570.94982 eV
- Net charge: +4

---

2.
Formula: C4H4N2O2
Source: OMol25
Level of theory: ωB97M-V with the def2-TZVPD basis set

The geometry in XYZ format:
```
12
Properties=species:S:1:pos:R:3:forces:R:3:mulliken_charge:R:1
O 1.248 1.975 -0.074 -0.02 1.57 0.57 -0.547
O 0.385 -1.317 -0.211 -1.58 -2.35 -0.10 -0.166
N 1.757 -1.464 -0.059 -2.47 -0.13 -0.06 -0.255
N 0.044 -0.007 -0.275 3.96 0.64 0.85 0.216
C 2.159 -0.299 0.126 2.23 1.71 -0.18 -0.307
C -2.319 -0.268 0.042 4.33 -1.84 1.79 -0.865
C 1.153 0.798 0.023 0.71 -3.06 -1.45 0.516
C -1.162 0.492 -0.122 -5.59 0.50 -0.02 0.150
H -3.280 0.104 0.158 -1.36 1.05 0.03 0.336
H -1.014 1.630 -0.218 -1.00 -1.77 -0.01 0.316
H 3.214 -0.264 0.078 1.02 0.90 0.58 0.421
H -2.183 -1.382 0.532 -0.23 2.77 -1.99 0.186
```
Positions in Å, forces in eV/Å.

Properties
- Energy above the lowest of the compared OMol25 structures with the same formula, charge and spin: 5.401 eV
- 2S+1: 1
- Energy: -11283.13895 eV
- Net charge: 0

---

3.
Formula: C22H29Cl3O21
Source: OMol25
Level of theory: ωB97M-V with the def2-TZVPD basis set

The geometry in XYZ format:
```
75
Properties=species:S:1:pos:R:3:forces:R:3:mulliken_charge:R:1
Cl 0.881 0.991 -4.377 -0.06 -0.05 -0.27 -0.147
Cl 0.090 -0.747 -2.199 -6.89 1.76 -2.88 -0.411
Cl -0.192 2.293 -1.970 1.35 -4.13 -6.63 -0.328
O 1.695 4.432 -1.131 0.12 -1.12 1.48 -0.431
O -1.268 0.611 1.201 1.52 -0.42 -1.35 -0.597
O 1.204 -2.275 0.373 1.28 -5.31 -0.57 -0.106
O -2.382 1.179 3.692 1.08 2.73 0.18 -0.390
O -3.048 4.461 -0.614 0.81 -0.04 0.00 -0.430
O 2.386 2.584 -2.101 2.40 1.88 -4.32 -0.380
O -3.869 6.236 0.621 2.29 -2.07 -1.65 -0.604
O -0.968 2.611 0.104 -0.75 -3.73 6.87 -0.395
O 4.184 -0.580 -1.526 0.02 2.27 1.82 -0.488
O -1.688 6.113 -0.005 -1.52 1.28 0.97 -0.415
O 3.039 0.324 0.261 2.34 -4.36 -3.85 -0.549
O 1.026 -2.220 2.560 0.59 -4.15 -2.55 -0.562
O -2.485 -4.292 2.309 0.11 1.48 -0.05 -0.405
O 1.105 -4.281 1.292 1.21 1.87 1.66 -0.549
O 0.551 0.973 0.072 -1.42 1.15 1.37 0.089
O -1.355 -3.892 0.468 -1.21 2.69 -0.54 -0.164
O -2.593 -0.747 4.827 -0.26 1.37 -1.01 -0.652
O -1.948 -2.107 1.790 -5.30 -7.31 0.73 -0.163
O -3.524 -0.421 2.856 -2.81 -0.58 -0.81 -0.347
O 2.039 -0.929 -1.382 4.06 -0.48 0.34 0.781
O 2.304 4.541 -3.252 -0.04 -1.83 1.63 -0.663
C 2.509 2.325 -0.805 -0.93 -0.94 2.92 -0.031
C -2.843 -0.013 3.883 0.96 -2.84 2.38 0.869
C 0.705 -0.334 0.559 -0.57 1.15 1.07 -0.410
C -0.780 5.204 -0.514 -0.45 -1.31 -0.89 -0.039
C 1.133 -3.186 -0.723 -0.89 -2.45 0.99 0.274
C 1.566 3.313 -0.203 1.66 0.52 1.89 0.050
C 3.069 -0.326 -0.808 3.01 0.94 4.38 1.220
C -2.959 5.627 0.051 -1.40 2.04 1.30 0.546
C 3.895 -1.315 -2.657 -0.24 -2.47 0.58 -0.560
C -2.836 1.757 2.463 -1.94 0.62 -0.40 -0.019
C 1.084 -2.886 1.516 0.47 0.54 3.49 0.614
C -0.490 -0.574 1.418 2.54 1.97 -1.39 -0.010
C 2.168 3.876 -2.229 0.03 3.94 -4.19 0.776
C 2.388 -1.669 -2.499 4.02 1.64 -4.29 -0.566
C -1.762 4.205 -1.245 0.22 2.31 -1.32 0.047
C -0.586 1.508 0.477 -0.82 -1.50 0.29 1.561
C -1.976 -3.290 1.489 -0.32 -0.79 2.70 0.137
C 1.622 -4.466 -0.014 -0.65 0.66 -1.50 -0.706
C 0.757 0.861 -2.625 -0.62 0.36 -0.80 1.234
C -3.805 0.630 1.942 1.62 0.10 -1.00 -0.203
C -2.195 -5.587 1.807 -1.47 -0.38 -1.06 -0.501
C -1.291 -5.279 0.640 1.50 -0.46 0.58 -0.341
H -2.005 1.918 1.776 -1.73 0.94 1.66 -0.260
H 2.175 -2.729 -2.361 2.75 1.25 -3.08 0.443
H 4.384 -2.261 -2.422 0.83 -0.01 -1.24 0.339
H 1.912 3.554 0.802 -0.07 0.68 -0.03 0.559
H 0.827 -0.979 -0.311 -1.62 3.51 1.99 -0.472
H 0.568 2.880 -0.139 1.84 2.05 -0.11 -0.969
H 1.615 -2.862 -1.646 -1.92 -1.53 4.40 -0.196
H -1.804 -6.252 2.577 0.35 0.42 -0.03 0.360
H 1.994 1.375 -0.666 1.23 1.89 -0.14 -0.695
H 3.538 2.332 -0.447 -0.05 0.20 -0.13 0.456
H -0.290 -5.339 1.067 -0.23 -1.37 -0.91 0.226
H 1.575 -0.361 1.215 -0.50 0.00 -0.56 0.451
H -3.456 0.176 1.014 0.00 0.61 -0.33 0.079
H 1.109 -5.300 -0.493 0.45 -0.35 0.32 0.357
H -0.216 4.756 0.303 -0.30 0.01 0.02 0.173
H 2.709 -4.550 -0.024 -0.01 -0.24 0.24 0.411
H -4.849 0.878 1.749 -0.13 0.00 0.99 0.407
H -1.441 3.166 -1.176 -2.53 2.23 -0.37 0.323
H -0.128 -0.710 2.437 -1.11 0.87 0.07 0.208
H -3.347 2.707 2.616 -0.16 -0.15 0.59 0.454
H -3.095 -6.062 1.415 -0.43 0.16 0.37 0.277
H -1.474 -5.669 -0.361 -0.03 -0.72 0.50 0.401
H 0.125 -3.361 -1.097 -0.41 0.33 0.71 0.212
H -1.109 -1.428 1.144 2.28 2.30 -1.27 -0.316
H 1.789 0.858 -2.272 -1.27 0.15 -0.36 -0.529
H -1.796 4.474 -2.300 -0.52 0.33 -0.09 0.494
H -0.060 5.698 -1.166 -0.51 0.00 -0.07 0.293
H 4.197 -0.775 -3.555 -0.12 -0.35 0.02 0.329
H 1.995 -1.376 -3.472 -0.77 0.24 0.57 0.549
```
Positions in Å, forces in eV/Å.

Properties
- Energy above the lowest of the compared OMol25 structures with the same formula, charge and spin: 17.651 eV
- 2S+1: 1
- Energy: -103827.72394 eV
- Net charge: 0

---

Among the records above, which one has the highest 2S+1?
C39H42N3O4PPtTe

---

energy of number 2 (C4H4N2O2)?
-11283.13895 eV